No. 1
Here is a molecular structure, C32H40BF7FeNP2Se at a distorted geometry from OMol25. Energies are from ωB97M-V/def2-TZVPD.

Positions of all 85 atoms, in Å:
Se1 -0.090 0.555 2.209
Fe1 0.057 -0.820 0.216
P1 -2.021 -0.670 -0.691
P2 2.315 -0.708 -0.522
F1 -1.348 -2.218 7.467
F2 0.680 -2.460 3.286
F3 -0.192 -2.852 1.128
F4 -1.709 1.431 4.580
F5 -0.750 -3.798 -0.757
F6 0.103 -3.561 5.609
F7 -2.246 0.289 6.916
N1 0.232 0.988 -0.563
C1 3.295 -3.119 0.460
C2 -4.329 3.722 -2.713
C3 3.225 -2.071 -2.846
C4 -1.524 -0.376 6.010
C5 1.360 1.731 -0.142
C6 -0.479 -0.445 3.809
C7 -1.075 -1.648 6.292
C8 -3.112 2.985 -2.219
C9 -2.258 -1.586 -2.280
C10 -3.078 -1.335 1.820
C11 -1.227 0.201 4.787
C12 -3.624 -1.408 -2.937
C13 -1.835 3.553 -2.278
C14 3.777 2.970 0.644
C15 3.572 -1.607 0.487
C16 -0.051 -1.727 4.131
C17 1.367 3.054 0.301
C18 -2.088 1.045 -1.166
C19 2.241 0.215 -3.164
C20 -0.835 1.666 -1.129
C21 -3.452 -1.240 0.336
C22 -1.140 -1.226 -3.248
C23 3.602 -1.152 1.944
C24 -0.725 2.925 -1.758
C25 -0.337 -2.328 5.344
C26 3.747 1.634 0.258
C27 3.038 -0.690 -2.223
C28 2.561 3.649 0.683
C29 -3.206 1.716 -1.684
C30 5.067 3.636 1.041
C31 2.555 1.022 -0.093
C32 -4.748 -0.439 0.218
B1 -0.148 -2.725 -0.252
H1 0.243 3.395 -1.851
H2 4.115 -3.660 0.936
H3 -5.058 3.037 -3.149
H4 2.543 4.676 1.033
H5 4.547 -1.410 0.026
H6 2.633 -1.293 2.409
H7 -1.154 -1.897 -4.110
H8 3.629 -1.962 -3.855
H9 4.328 -1.760 2.490
H10 5.519 3.146 1.906
H11 5.798 3.601 0.231
H12 -5.167 -0.434 -0.787
H13 -3.919 -1.754 2.377
H14 -1.251 -0.200 -3.610
H15 4.906 4.682 1.299
H16 4.671 1.062 0.255
H17 -2.856 -0.348 2.229
H18 -1.709 4.521 -2.753
H19 0.442 3.609 0.376
H20 -0.170 -1.312 -2.762
H21 3.870 -0.104 2.063
H22 -5.492 -0.885 0.880
H23 -4.828 4.257 -1.902
H24 2.389 -3.331 1.032
H25 4.015 -0.226 -2.053
H26 -4.172 1.230 -1.684
H27 -4.062 4.459 -3.472
H28 -4.443 -1.739 -2.297
H29 3.161 -3.530 -0.540
H30 -3.616 -2.258 -0.035
H31 2.075 1.206 -2.742
H32 -4.598 0.593 0.537
H33 1.271 -0.214 -3.401
H34 -3.796 -0.368 -3.219
H35 -2.138 -2.632 -1.998
H36 3.918 -2.694 -2.284
H37 -2.208 -1.966 1.994
H38 2.271 -2.600 -2.926
H39 2.792 0.332 -4.100
H40 -3.665 -2.006 -3.851

- Multiplicity: 2
- LUMO level (alpha / beta): -0.405 / 0.229 eV
- HOMO energy (alpha / beta): -6.98 / -6.87 eV
- Energy above the lowest of the compared OMol25 structures with the same formula, charge and spin: 196.0 kJ/mol

No. 2
Here is a molecular structure, C32H40Br51IN2O4PS at a distorted geometry from OMol25. Energies are from ωB97M-V/def2-TZVPD.

Positions of all 132 atoms, in Å:
I1 -0.578 -3.407 1.310
Br1 2.651 -5.055 -5.303
Br2 3.578 -4.385 -0.178
Br3 4.737 -3.606 -3.057
Br4 -6.057 1.965 -0.277
Br5 -0.659 12.216 -0.695
Br6 -4.398 2.619 3.739
Br7 -9.691 3.682 0.671
Br8 -3.348 5.811 -0.335
Br9 5.250 2.912 -0.505
Br10 -0.465 6.938 0.441
Br11 9.216 7.607 -5.353
Br12 7.469 3.912 -3.573
Br13 -10.381 1.948 -1.925
Br14 6.425 9.041 -5.925
Br15 0.696 -7.220 -3.394
Br16 10.144 -0.335 -0.535
Br17 12.102 -0.731 -3.021
Br18 -0.871 -8.167 5.212
Br19 -0.526 -5.865 -0.814
Br20 -2.390 -9.402 -4.354
Br21 -13.579 1.150 -4.982
Br22 7.086 1.720 -2.545
Br23 -9.931 -0.508 7.098
Br24 -6.968 4.978 -0.874
Br25 9.041 0.011 -3.505
Br26 3.263 -4.980 -8.427
Br27 7.567 6.053 -1.202
Br28 0.610 -6.121 3.210
Br29 -5.768 3.176 -3.206
Br30 2.534 -7.742 -7.007
Br31 -6.650 2.977 5.975
Br32 -11.743 1.827 5.901
Br33 -11.729 -1.166 -3.813
Br34 7.127 -0.608 -4.725
Br35 4.530 -0.147 -2.946
Br36 0.319 -8.946 -0.747
Br37 2.194 3.626 -0.987
Br38 -1.903 -7.560 -6.904
Br39 6.844 5.987 -6.734
Br40 -2.985 10.295 -1.731
Br41 -1.679 -7.972 2.114
Br42 -2.253 10.384 1.368
Br43 -9.716 0.257 4.012
Br44 10.054 4.120 -1.709
Br45 3.276 3.263 1.980
Br46 -7.340 3.445 2.890
Br47 1.667 -3.110 -2.393
Br48 -11.544 -0.384 -6.898
Br49 -1.491 4.165 1.650
Br50 -3.203 -6.328 -4.264
Br51 -12.557 2.315 0.371
S1 1.569 -1.716 6.048
P1 2.956 0.161 3.527
O1 2.311 1.341 4.466
O2 0.291 -0.987 -1.183
O3 -1.783 1.489 2.435
O4 -1.294 -1.405 3.279
N1 2.943 -4.741 3.183
N2 1.651 -1.150 3.260
C1 -10.059 0.902 5.792
C2 -11.072 3.114 -0.551
C3 2.275 -3.598 3.443
C4 -1.992 5.915 1.026
C5 0.778 -1.260 4.482
C6 3.459 -2.174 1.945
C7 -1.608 -0.583 1.104
C8 0.712 -0.615 2.157
C9 -6.787 3.191 -1.572
C10 2.447 -2.350 2.885
C11 7.305 7.385 -5.496
C12 3.708 3.826 0.181
C13 -0.370 -7.504 -1.824
C14 -1.588 10.551 -0.432
C15 1.434 -1.086 -0.349
C16 3.369 -6.017 -6.812
C17 4.332 -0.521 4.560
C18 6.043 0.685 -3.796
C19 -0.623 -1.364 2.028
C20 1.367 -0.126 0.851
C21 -3.020 -7.895 -5.374
C22 -2.446 0.350 1.975
C23 -0.268 -7.826 3.415
C24 -11.883 0.249 -5.112
C25 -2.723 1.688 1.347
C26 -5.995 3.566 4.260
C27 10.561 0.198 -2.340
C28 4.174 -3.307 1.635
C29 -0.543 -2.024 4.311
C30 3.865 -4.492 2.250
C31 8.586 5.073 -2.515
C32 3.211 -4.224 -2.063
H1 4.973 -3.254 0.908
H2 2.367 0.288 0.947
H3 4.449 -5.360 1.947
H4 0.256 -1.814 -1.681
H5 1.674 -2.116 -0.069
H6 3.942 4.881 0.224
H7 2.297 -0.769 -0.957
H8 2.842 2.139 4.341
H9 -9.285 1.620 6.022
H10 9.014 5.803 -3.190
H11 4.257 -1.582 4.784
H12 -1.105 0.108 0.443
H13 0.764 0.713 0.497
H14 1.518 -3.704 4.209
H15 2.968 -5.217 -2.423
H16 -2.423 6.443 1.865
H17 10.809 1.250 -2.311
H18 6.948 7.077 -4.522
H19 0.376 0.330 2.615
H20 -0.870 9.757 -0.578
H21 5.245 -0.262 4.022
H22 4.417 -6.190 -6.610
H23 -7.781 2.842 -1.812
H24 -5.731 4.609 4.363
H25 4.368 0.037 5.499
H26 -3.225 -0.087 2.581
H27 0.471 -8.577 3.177
H28 1.228 -3.011 6.226
H29 0.414 -0.252 4.697
H30 -1.368 -7.782 -2.137
H31 3.673 -1.242 1.446
H32 -3.680 2.098 1.665
H33 -0.492 -3.116 4.262
H34 -4.005 -8.146 -5.741
H35 5.659 1.372 -4.536
H36 -2.259 1.812 0.382
H37 -11.442 4.001 -1.044
H38 -11.118 0.978 -4.883
H39 -1.094 -1.803 5.227
H40 -2.318 -1.248 0.624

- LUMO level: -3.034 eV
- HOMO energy: -10.01 eV
- Charge: +1

No. 3
Here is a molecular structure, C32H40CaFN8OPSSi from OMol25. Energies are from ωB97M-V/def2-TZVPD.

Positions of all 86 atoms, in Å:
Ca1 -0.007 1.222 0.857
S1 -0.017 3.951 1.373
P1 1.216 -1.699 -3.078
Si1 -1.201 0.701 4.081
F1 2.179 0.442 1.130
O1 1.227 3.149 1.031
N1 1.916 -0.839 -5.660
N2 0.110 0.449 3.007
N3 -1.486 -0.566 0.046
N4 -0.459 -0.615 -5.053
N5 -1.306 3.272 1.136
N6 0.831 -2.059 0.483
N7 1.210 0.912 -4.091
N8 -1.347 1.783 -1.414
C1 2.129 0.519 -5.157
C2 -2.746 0.833 3.036
C3 -2.599 -0.107 -0.550
C4 -1.010 2.259 5.060
C5 2.490 0.244 2.473
C6 -2.393 3.754 -2.235
C7 -3.756 -2.159 -0.150
C8 -2.557 1.289 -1.119
C9 1.441 0.135 -2.860
C10 0.520 -0.964 -6.084
C11 3.202 -0.187 5.047
C12 2.236 -1.830 -4.620
C13 -0.276 -2.967 2.410
C14 0.113 3.507 -2.297
C15 -1.616 -0.666 5.275
C16 1.868 0.028 4.716
C17 -0.161 0.734 -4.574
C18 0.937 -3.427 2.889
C19 -1.258 2.999 -1.965
C20 2.082 -3.237 2.126
C21 4.192 -0.178 4.075
C22 -1.513 -1.795 0.565
C23 -0.423 -1.580 -3.939
C24 -3.632 3.263 -1.881
C25 3.179 -2.370 0.020
C26 -3.724 2.006 -1.307
C27 3.813 0.051 2.756
C28 -0.262 -2.288 1.201
C29 1.424 0.256 3.397
C30 1.990 -2.555 0.919
C31 -2.625 -2.618 0.496
C32 -3.739 -0.885 -0.687
H1 -4.594 -0.502 -1.225
H2 3.149 -1.390 -0.452
H3 -4.524 3.854 -2.044
H4 0.814 3.311 -1.485
H5 0.757 0.520 -2.117
H6 2.455 0.329 -2.503
H7 0.340 -1.990 -6.409
H8 -1.180 -1.300 -3.201
H9 1.995 1.214 -5.988
H10 3.045 -3.594 2.467
H11 -1.193 -3.091 2.969
H12 -1.018 3.128 4.395
H13 -0.315 1.431 -5.401
H14 -0.856 0.984 -3.770
H15 3.464 -0.355 6.084
H16 -0.065 2.273 5.611
H17 -2.591 -0.430 5.714
H18 -2.287 4.729 -2.692
H19 -0.901 -0.779 6.095
H20 -3.596 1.075 3.682
H21 3.289 -1.735 -4.348
H22 -4.631 -2.789 -0.249
H23 -4.677 1.610 -0.988
H24 3.154 0.606 -4.793
H25 0.094 4.580 -2.481
H26 -2.967 -0.125 2.548
H27 1.125 0.014 5.504
H28 0.510 2.997 -3.181
H29 -0.696 -2.569 -4.310
H30 3.159 -3.115 -0.779
H31 -1.825 2.377 5.781
H32 4.111 -2.476 0.573
H33 -2.698 1.614 2.271
H34 2.110 -2.834 -5.031
H35 -2.576 -3.614 0.912
H36 0.366 -0.299 -6.936
H37 -1.697 -1.635 4.774
H38 5.232 -0.338 4.327
H39 0.993 -3.931 3.846
H40 4.531 0.082 1.947

- LUMO level: -0.320 eV
- HOMO energy: -6.86 eV
- Energy above the lowest of the compared OMol25 structures with the same formula, charge and spin: 84.0 kJ/mol

Electronic energy per entry: -6369.95500 -133964.92366 -3563.36360 hartree
Molecular weight per entry: 779.2 4781.7 702.9 g/mol